Below is a cluster of 2 separate species, C11H17NOS in total at a distorted geometry, with properties calculated with ωB97M-V/def2-TZVPD.

HOMO   -7.0 eV
Energy relative to the best compared isomer or geometry (same formula, charge and spin)   5.856 eV

XYZ file:
```
31
Properties=species:S:1:pos:R:3:forces:R:3
C -3.942 -1.069 -0.164 -0.864 -0.565 0.705
C -3.685 0.213 -0.527 0.276 2.098 -0.422
C -2.871 -1.766 0.311 2.089 -0.357 -0.298
C -2.410 0.824 -0.428 -1.080 -0.068 -0.033
C -1.569 -1.239 0.336 -0.374 -1.149 0.353
C -1.326 0.068 0.048 -0.613 1.998 -1.768
C 1.783 2.282 0.452 1.319 -3.717 2.584
C 0.764 1.647 -1.605 -1.818 -0.487 -2.379
C 1.585 -1.840 -0.683 1.402 3.161 2.613
C 1.908 -0.740 1.944 2.346 -6.646 -0.943
C -0.130 0.743 0.413 1.570 2.274 1.605
N 0.685 1.576 -0.207 -2.068 -2.041 1.467
O 3.560 -0.188 -0.021 1.657 1.398 -0.669
S 2.975 -1.371 0.606 -2.127 -0.268 -1.034
H -4.994 -1.452 -0.135 1.284 0.234 -0.175
H -4.591 0.698 -0.845 0.226 1.038 -0.303
H -3.003 -2.761 0.588 -0.103 -1.646 0.559
H -2.210 1.888 -0.597 -0.570 -0.366 -0.225
H -0.626 -1.708 0.579 -0.778 -1.120 0.594
H 1.640 2.524 1.511 -0.948 0.163 -0.416
H 2.609 1.457 0.580 -0.911 1.967 -0.965
H 2.082 3.126 -0.074 0.595 1.322 -1.144
H 1.702 1.376 -1.975 1.960 -0.207 -0.269
H 0.091 0.919 -2.132 0.118 0.843 0.824
H 0.542 2.645 -1.916 -0.177 0.694 -0.572
H 0.997 -0.967 -0.988 0.610 -0.134 -0.029
H 1.026 -2.410 -0.057 -1.895 -2.441 0.999
H 2.151 -2.298 -1.395 1.016 -1.388 -2.119
H 2.536 -0.296 2.600 1.872 1.077 2.504
H 1.484 -1.734 2.211 -0.059 0.926 0.844
H 1.237 -0.147 1.570 -3.956 3.410 -1.890
```
Forces are in eV/Å.

Mulliken atomic charge list, values in e, 5 entries: -0.56, -0.38, -0.59, -0.64, -0.31